1.
Computed, not measured: an isolated ion of composition C4H6O and charge +1, with the ωB97M-V functional and the def2-TZVPD basis.

The geometry in XYZ format:
```
11
Properties=species:S:1:pos:R:3
C -1.601 -0.870 1.589
C -1.093 -0.588 0.301
C -0.204 0.585 0.046
C 0.665 0.596 -1.034
O 2.042 0.352 -0.944
H -2.524 -1.425 1.788
H -1.246 -0.359 2.499
H -1.147 -1.210 -0.688
H -0.273 1.660 0.649
H 0.139 0.429 -1.911
H 2.113 -0.253 -0.193
```

The relative energy (zero: lowest compared OMol25 entry of this formula, charge and spin) comes out at 50.3 kcal/mol. Its total charge is +1. The expectation value of S² is 0.80. The multiplicity is 2.

Löwdin population analysis, charges in e, atoms 1 to 5: C 0.130; C -0.085; C -0.026; C 0.010; O 0.140



2.
Computed, not measured: a 4-piece molecular cluster, C24H30ClF6NO14S3 overall, with the ωB97M-V functional and the def2-TZVPD basis.

The geometry in XYZ format:
```
79
Properties=species:S:1:pos:R:3
N -0.179 6.689 3.626
C 0.466 5.453 3.420
C 0.545 4.944 2.188
Cl -0.164 5.734 0.835
C 1.256 3.645 1.977
O 0.957 2.894 1.076
C 2.364 3.348 2.958
C 2.254 3.848 4.245
C 3.235 3.581 5.143
C 4.314 2.816 4.811
C 4.439 2.323 3.541
C 3.460 2.607 2.615
C 3.678 2.047 1.213
O 3.044 1.097 0.827
C 4.785 2.712 0.335
F 4.812 2.054 -0.820
F 5.964 2.518 0.962
C 4.551 4.226 0.025
F 4.711 4.384 -1.297
F 3.316 4.638 0.329
C 5.570 5.202 0.684
F 5.160 6.449 0.327
F 6.768 5.049 0.157
C 5.617 5.197 2.226
O 6.607 4.795 2.785
O 4.565 5.686 2.908
C 1.059 4.699 4.575
O 0.601 4.746 5.694
H -1.174 6.546 3.492
H 0.013 7.054 4.550
H 3.191 3.967 6.154
H 5.094 2.572 5.519
H 5.275 1.712 3.236
H 4.922 6.198 3.644
O -2.580 1.198 -2.704
S -1.560 2.184 -2.498
O -1.743 3.241 -1.557
O -1.154 2.806 -3.911
C -2.203 3.324 -4.747
C -2.670 4.694 -4.294
C -0.033 1.379 -2.160
H -3.034 2.617 -4.793
H -1.782 3.393 -5.749
H -3.179 4.638 -3.332
H -3.363 5.118 -5.021
H -1.822 5.368 -4.174
H 0.131 0.609 -2.909
H -0.110 0.933 -1.169
H 0.763 2.119 -2.177
O -1.793 -1.732 -0.101
S -3.171 -1.799 0.285
O -3.542 -1.897 1.663
O -3.870 -2.985 -0.522
C -3.256 -4.286 -0.476
C -3.559 -5.008 0.821
C -4.054 -0.473 -0.459
H -2.179 -4.207 -0.643
H -3.674 -4.849 -1.309
H -3.075 -4.518 1.666
H -3.203 -6.037 0.772
H -4.631 -5.009 1.018
H -3.810 -0.439 -1.516
H -3.737 0.446 0.028
H -5.119 -0.630 -0.307
O -2.675 -8.078 -0.718
S -2.125 -8.303 -2.021
O -2.823 -7.903 -3.201
O -1.718 -9.838 -2.150
C -2.718 -10.830 -1.848
C -3.705 -11.010 -2.985
C -0.492 -7.643 -2.077
H -3.228 -10.580 -0.916
H -2.177 -11.759 -1.682
H -4.325 -10.123 -3.113
H -4.361 -11.857 -2.786
H -3.181 -11.179 -3.926
H 0.057 -7.993 -1.207
H -0.578 -6.559 -2.060
H -0.015 -7.968 -2.997
```

Its total charge is 0. The energy is -4294.5501 Ha. As for the structure (SMILES): NC1=C(Cl)C(=O)c2c(cccc2C(=O)C(F)(F)C(F)(F)C(F)(F)C(=O)O)C1=O.CCOS(C)(=O)=O.CCOS(C)(=O)=O.CCOS(C)(=O)=O.

Löwdin population analysis, charges in e, atoms 1 to 5: N 0.098; C -0.263; C -0.526; Cl 0.781; C -0.327



3.
Computed, not measured: C15H12F6N4O6RhS3 as an isolated structure, with the ωB97M-V functional and the def2-TZVPD basis.

The geometry in XYZ format:
```
47
Properties=species:S:1:pos:R:3
Rh -0.288 -0.939 0.676
F 3.437 2.235 1.464
C 2.416 3.058 1.248
F 2.826 4.085 0.525
F 1.937 3.482 2.408
S 1.077 2.171 0.377
O 0.838 1.004 1.228
O 0.003 3.101 0.225
N 1.752 1.816 -1.000
S 1.994 0.401 -1.598
O 1.139 -0.652 -1.027
O 2.060 0.445 -3.020
C 3.670 -0.084 -1.033
F 3.616 -0.528 0.231
F 4.123 -1.065 -1.802
F 4.490 0.949 -1.089
S -0.649 -0.968 3.215
C 0.669 -1.988 3.133
N 1.139 -2.709 4.191
C 2.111 -3.639 4.072
C 2.694 -3.848 2.864
C 2.261 -3.028 1.813
N 1.310 -2.129 1.942
H 0.690 -2.556 5.085
H 2.376 -4.178 4.971
H 3.465 -4.590 2.731
H 2.731 -3.081 0.836
O -2.933 1.921 1.180
C -2.639 1.157 0.198
O -2.312 -0.029 0.243
C -2.692 1.992 -1.024
C -1.790 1.675 -2.046
C -1.839 2.401 -3.212
C -2.752 3.455 -3.349
C -3.628 3.777 -2.323
C -3.600 3.055 -1.141
H -1.085 0.862 -1.933
H -1.161 2.155 -4.020
H -2.770 4.027 -4.268
H -4.327 4.594 -2.438
H -4.268 3.296 -0.327
C -3.029 -3.678 -1.688
C -2.002 -3.200 -0.751
N -1.205 -2.839 -0.013
H -2.574 -3.898 -2.651
H -3.785 -2.906 -1.812
H -3.493 -4.578 -1.290
```

The relative energy (zero: lowest compared OMol25 entry of this formula, charge and spin) comes out at 8.5 kcal/mol. Its total charge is +1. The expectation value of S² is 6.02. The multiplicity is 5.

Löwdin population analysis, charges in e, atoms 1 to 5: Rh 0.973; F 0.151; C -0.698; F 0.173; F 0.165



4.
Computed, not measured: a 2-piece molecular cluster, CHN4S overall, with the ωB97M-V functional and the def2-TZVPD basis.

The geometry in XYZ format:
```
7
Properties=species:S:1:pos:R:3
C 1.034 0.232 0.406
N 1.616 -0.851 0.123
N -1.063 0.013 -0.938
N 1.802 -1.976 -0.042
N -1.871 0.560 -0.312
S -2.997 0.907 0.673
H 1.479 1.115 0.091
```

The relative energy (zero: lowest compared OMol25 entry of this formula, charge and spin) comes out at 81.7 kcal/mol. Its total charge is -1.

Löwdin population analysis, charges in e, atoms 1 to 5: C -0.223; N -0.448; N 0.142; N -0.042; N -0.796



5.
Computed, not measured: a single C10H8N2S molecule, with the ωB97M-V functional and the def2-TZVPD basis.

The geometry in XYZ format:
```
21
Properties=species:S:1:pos:R:3
C -1.578 1.995 0.468
C 2.008 1.728 0.309
C -2.748 1.368 0.282
C 2.654 -0.044 -0.625
C -0.529 1.270 -0.091
C 0.897 1.185 -0.122
C -0.999 0.062 -0.647
C -0.929 -2.685 0.557
C 0.194 -2.075 0.163
C 0.294 -1.001 -0.849
N 3.109 1.036 -0.064
N 1.332 -0.037 -0.740
S -2.696 -0.084 -0.561
H -1.596 2.850 1.178
H 2.290 2.743 0.571
H -3.633 1.791 0.829
H 3.409 -0.757 -1.038
H -0.948 -3.480 1.310
H -1.877 -2.359 0.146
H 1.097 -2.071 0.744
H 0.249 -1.435 -1.818
```

The relative energy (zero: lowest compared OMol25 entry of this formula, charge and spin) comes out at 6.1 kcal/mol. Its total charge is 0. As for the structure (SMILES): C=C[C@H]1c2sccc2-c2cncn21.

Löwdin population analysis, charges in e, atoms 1 to 5: C -0.138; C -0.124; C -0.463; C -0.192; C -0.192



no.,F_max (eV/Å)
1,4.46
2,2.29
3,0.91
4,7.23
5,4.48